1.
One molecule with the formula C8H11N3O2, computed with the ωB97M-V functional and the def2-TZVPD basis.

As for the orbital gap (alpha / beta): 5.84 / 8.45 eV. The value obtained for the relative energy (zero: lowest compared OMol25 entry of this formula, charge and spin) is 0.00 kJ/mol. For the lowest unoccupied orbital energy (alpha / beta), the calculation gives 0.59 / -0.47 eV.

ORCA input file:
```
! wB97M-V def2-TZVPD RIJCOSX def2/J DEFGRID3
* xyz 0 3
C 2.620 -1.001 0.675
C 0.476 -1.152 0.439
C 0.761 -0.375 1.641
C 0.065 0.257 2.781
C -0.847 -1.641 -0.167
C -1.492 -0.635 -1.107
C -0.653 1.734 -0.436
C 0.562 1.563 -1.366
N 1.727 -1.445 -0.106
N 2.148 -0.198 1.651
N -1.475 0.688 -0.490
O -1.220 0.107 2.841
O 0.741 0.739 3.658
H 3.713 -1.106 0.402
H -0.607 -2.580 -0.521
H -1.570 -1.645 0.625
H -1.134 -0.376 -2.130
H -2.525 -0.891 -1.142
H 0.305 0.756 -2.182
H 1.442 1.361 -0.698
H 0.752 2.529 -1.801
H 2.662 0.048 2.435
H -2.118 0.840 0.280
H -1.506 0.718 3.484
*
```

---

2.
A 2-piece molecular cluster, C8H11N3OS2 overall, computed with the ωB97M-V functional and the def2-TZVPD basis.

As for the orbital gap (alpha / beta): 8.11 / 8.12 eV. The value obtained for the relative energy (zero: lowest compared OMol25 entry of this formula, charge and spin) is 509.20 kJ/mol. For the lowest unoccupied orbital energy (alpha / beta), the calculation gives -0.62 / -0.61 eV.

ORCA input file:
```
! wB97M-V def2-TZVPD RIJCOSX def2/J DEFGRID3
* xyz 0 1
C -1.544 4.291 -1.416
C -0.901 3.034 0.384
C 1.052 1.032 -0.737
C 0.225 0.020 -0.574
C -0.425 0.627 1.778
C 0.042 -0.508 0.790
C -0.654 -0.677 -1.574
C 1.099 -1.416 1.378
N -1.954 3.071 -1.424
N -1.559 2.277 -0.412
N 0.329 1.850 1.625
O 2.286 2.978 0.518
S -0.533 4.606 0.017
S 1.763 1.642 0.752
H -1.728 5.054 -2.090
H 1.440 1.313 -1.742
H -1.510 0.912 1.543
H -0.399 0.337 2.883
H -0.877 -1.191 0.653
H -0.452 -1.700 -1.542
H -0.502 -0.372 -2.621
H -1.726 -0.604 -1.143
H 1.207 -1.187 2.446
H 2.153 -1.265 1.055
H 0.873 -2.525 1.230
*
```

---

3.
A 2-piece molecular cluster, C8H11N4O3 overall, computed with the ωB97M-V functional and the def2-TZVPD basis.

As for the orbital gap: 8.44 eV. The value obtained for the relative energy (zero: lowest compared OMol25 entry of this formula, charge and spin) is 76.15 kJ/mol. For the lowest unoccupied orbital energy, the calculation gives 3.42 eV.

ORCA input file:
```
! wB97M-V def2-TZVPD RIJCOSX def2/J DEFGRID3
* xyz -1 1
C -1.352 -2.883 0.833
C 0.730 0.778 -1.681
C 0.080 2.156 1.723
C -1.117 1.156 1.471
C 1.132 1.972 0.501
C -1.139 1.056 -0.050
C -0.113 -2.692 0.078
C 0.312 1.242 -0.524
N 1.190 -3.027 0.386
N 1.836 -2.834 -0.690
N -0.204 -2.428 -1.281
N 1.048 -2.519 -1.669
O -0.087 0.128 -2.593
O -1.330 -3.139 2.042
O 2.032 0.810 -2.038
H -2.242 -2.679 0.139
H -0.201 3.230 1.606
H 0.423 2.123 2.709
H -0.951 0.132 1.891
H -2.048 1.449 2.059
H 1.264 3.055 0.202
H 2.089 1.483 0.744
H -1.497 0.072 -0.363
H -1.849 1.727 -0.420
H 2.390 0.328 -2.816
H -0.394 -0.696 -2.260
*
```

---

4.
C8H11N4OS as an isolated structure, computed with the ωB97M-V functional and the def2-TZVPD basis.

As for the orbital gap: 8.21 eV. The value obtained for the relative energy (zero: lowest compared OMol25 entry of this formula, charge and spin) is 0.00 kJ/mol. For the lowest unoccupied orbital energy, the calculation gives -5.11 eV.

ORCA input file:
```
! wB97M-V def2-TZVPD RIJCOSX def2/J DEFGRID3
* xyz 1 1
C 0.657 -1.755 1.727
C 0.017 -0.464 0.090
C 1.390 -0.144 0.515
C -0.510 0.258 -0.908
C 1.995 1.449 -1.188
C -1.620 -2.220 1.012
C 3.336 1.247 0.822
C -2.993 1.251 -1.489
N 1.700 -0.962 1.485
N -0.415 -1.512 0.936
N 2.207 0.849 0.082
N -2.345 -0.038 -1.209
O 2.687 2.098 -1.906
S 0.288 1.289 -1.937
H 0.692 -2.603 2.346
H -1.732 -2.651 0.037
H -1.685 -2.953 1.897
H -2.392 -1.539 1.175
H 3.891 0.403 1.039
H 3.862 1.919 0.217
H 2.892 1.732 1.730
H -4.156 1.062 -1.552
H -2.648 1.914 -2.221
H -2.905 1.879 -0.627
H -2.213 -0.510 -2.074
*
```

---

5.
One molecule with the formula C8H11N5, computed with the ωB97M-V functional and the def2-TZVPD basis.

As for the orbital gap: 9.22 eV. The value obtained for the relative energy (zero: lowest compared OMol25 entry of this formula, charge and spin) is 156.74 kJ/mol. For the lowest unoccupied orbital energy, the calculation gives 0.81 eV. As for the SMILES: CCNc1ncnc2c1cnn2C.

ORCA input file:
```
! wB97M-V def2-TZVPD RIJCOSX def2/J DEFGRID3
* xyz 0 1
C -2.687 -0.738 -3.095
C -2.160 0.635 -2.544
N -1.946 0.466 -1.154
C -0.604 0.192 -0.774
N 0.291 -0.010 -1.677
C 1.511 -0.351 -1.342
N 2.032 -0.513 -0.158
C 1.132 -0.214 0.861
C -0.219 0.177 0.586
C -0.787 0.294 1.902
N 0.209 0.246 2.802
N 1.343 -0.038 2.225
C 2.581 -0.106 3.053
H -2.609 -0.544 -4.258
H -2.038 -1.623 -2.667
H -3.819 -0.967 -2.721
H -2.833 1.532 -2.950
H -1.149 0.812 -3.004
H -2.729 0.489 -0.424
H 2.250 -0.368 -2.198
H -1.703 0.575 2.249
H 3.510 0.024 2.433
H 2.488 0.742 3.798
H 2.534 -1.075 3.592
*
```

---

6.
An isolated ion of composition C8H11N6 and charge +1, computed with the ωB97M-V functional and the def2-TZVPD basis.

As for the orbital gap (alpha / beta): 7.11 / 7.11 eV. The value obtained for the relative energy (zero: lowest compared OMol25 entry of this formula, charge and spin) is 644.44 kJ/mol. For the lowest unoccupied orbital energy (alpha / beta), the calculation gives -5.21 / -5.21 eV. As for the SMILES: C\[NH+]=N/C=N\C=N\c1cnccc1N.

ORCA input file:
```
! wB97M-V def2-TZVPD RIJCOSX def2/J DEFGRID3
* xyz 1 1
C 2.542 -1.998 -0.016
N 1.751 -1.036 -0.821
N 1.838 0.150 -0.349
C 2.748 0.867 0.303
N 2.273 1.955 0.972
C 0.958 1.869 1.094
N 0.290 0.917 0.622
C -0.886 0.351 0.476
C -1.035 -0.978 1.006
N -2.192 -1.633 0.935
C -3.095 -1.107 0.138
C -3.110 0.141 -0.469
C -1.958 0.859 -0.387
N -1.878 1.951 -1.164
H 1.990 -3.013 0.082
H 3.385 -2.211 -0.798
H 2.962 -1.378 0.831
H 0.960 -1.228 -1.452
H 3.746 0.673 0.169
H 0.535 2.796 1.719
H -0.262 -1.576 1.512
H -3.965 -1.705 -0.064
H -3.759 0.541 -1.180
H -2.735 2.176 -1.816
H -1.100 2.617 -1.344
*
```

---

7.
One molecule with the formula C8H11NO2, computed with the ωB97M-V functional and the def2-TZVPD basis.

As for the orbital gap: 8.82 eV. The value obtained for the relative energy (zero: lowest compared OMol25 entry of this formula, charge and spin) is 245.27 kJ/mol. For the lowest unoccupied orbital energy, the calculation gives 0.69 eV. As for the SMILES: CC(C)n1cccc(O)c1=O.

ORCA input file:
```
! wB97M-V def2-TZVPD RIJCOSX def2/J DEFGRID3
* xyz 0 1
C 2.227 -0.512 -1.187
C 1.322 -0.710 0.058
C 1.899 -0.013 1.279
N 0.015 -0.110 -0.235
C -0.170 1.255 -0.160
C -1.419 1.793 -0.167
C -2.569 0.943 -0.068
C -2.396 -0.397 -0.077
O -3.402 -1.349 0.090
C -1.038 -0.952 -0.040
O -0.793 -2.140 0.062
H 1.664 -0.902 -2.074
H 3.129 -1.283 -0.911
H 2.547 0.496 -1.477
H 1.076 -1.780 0.305
H 2.622 -0.842 1.864
H 2.459 0.985 0.909
H 1.062 0.252 2.138
H 0.835 1.811 -0.026
H -1.364 2.887 -0.065
H -3.499 1.525 0.159
H -4.209 -0.956 -0.376
*
```

---

8.
A 2-piece molecular cluster, C8H11NO3 overall, computed with the ωB97M-V functional and the def2-TZVPD basis.

As for the orbital gap: 8.03 eV. The value obtained for the relative energy (zero: lowest compared OMol25 entry of this formula, charge and spin) is 319.53 kJ/mol. For the lowest unoccupied orbital energy, the calculation gives 0.52 eV. As for the SMILES: CCC(O)=C=C/C=C\N.O=C=O.

ORCA input file:
```
! wB97M-V def2-TZVPD RIJCOSX def2/J DEFGRID3
* xyz 0 1
C 0.247 -0.584 1.822
C -0.800 -1.578 1.350
C -1.048 -1.098 -0.059
O -1.278 -2.129 -1.050
C -1.099 0.192 -0.506
C -1.233 1.390 -1.061
C -0.294 2.388 -1.404
C 1.049 2.162 -1.527
N 1.576 0.888 -1.654
H -0.364 0.403 2.045
H 0.960 -0.294 1.147
H 0.695 -1.076 2.687
H -1.763 -1.721 1.727
H -0.485 -2.566 1.373
H -1.300 -2.964 -0.665
H -2.392 1.751 -1.079
H -0.638 3.342 -1.470
H 1.797 2.915 -1.701
H 2.576 0.657 -1.775
H 1.008 0.099 -1.743
O 0.631 -4.266 -1.181
C 1.148 -3.344 -1.562
O 1.553 -2.361 -1.927
*
```

---

9.
An isolated ion of composition C8H11NO3PS and charge -1, computed with the ωB97M-V functional and the def2-TZVPD basis.

As for the orbital gap: 8.22 eV. For the lowest unoccupied orbital energy, the calculation gives 3.31 eV. As for the SMILES: O=[P@]([O-])(Nc1ccccc1)SCCO.

ORCA input file:
```
! wB97M-V def2-TZVPD RIJCOSX def2/J DEFGRID3
* xyz -1 1
O -0.699 -2.753 0.823
P -0.835 -1.440 0.152
O -1.035 -1.395 -1.317
N 0.317 -0.238 0.636
C 1.628 -0.047 0.324
C 2.518 0.223 1.402
C 3.883 0.326 1.140
C 4.419 0.129 -0.104
C 3.575 -0.221 -1.161
C 2.214 -0.265 -0.932
S -2.577 -0.482 1.041
C -2.883 0.641 -0.369
C -4.394 0.745 -0.752
O -5.177 0.920 0.365
H 0.118 0.121 1.669
H 2.142 0.518 2.368
H 4.560 0.615 1.963
H 5.487 -0.016 -0.072
H 3.883 -0.255 -2.183
H 1.558 -0.642 -1.758
H -2.531 1.705 -0.111
H -2.276 0.126 -1.285
H -4.747 -0.282 -1.276
H -4.625 1.429 -1.550
H -4.523 0.537 0.989
*
```

---

10.
One molecule with the formula C8H11NO4S, computed with the ωB97M-V functional and the def2-TZVPD basis.

As for the orbital gap: 9.74 eV. The value obtained for the relative energy (zero: lowest compared OMol25 entry of this formula, charge and spin) is 34.30 kJ/mol. For the lowest unoccupied orbital energy, the calculation gives 0.04 eV. As for the SMILES: COCCOC(=O)CC1=NC(=O)CS1.

ORCA input file:
```
! wB97M-V def2-TZVPD RIJCOSX def2/J DEFGRID3
* xyz 0 1
C -4.098 -1.552 0.152
O -3.295 -0.726 -0.656
C -2.111 -0.323 -0.016
C -1.366 0.614 -0.967
O -0.048 0.884 -0.497
C 0.085 1.797 0.462
O -0.806 2.439 0.937
C 1.554 1.948 0.872
C 2.353 0.793 0.411
N 2.436 -0.302 1.055
C 3.176 -1.285 0.444
O 3.366 -2.388 0.871
C 3.755 -0.803 -0.908
S 3.198 0.888 -1.123
H -4.977 -1.799 -0.439
H -3.570 -2.472 0.429
H -4.406 -1.032 1.067
H -2.335 0.201 0.925
H -1.475 -1.193 0.214
H -1.922 1.549 -1.078
H -1.246 0.133 -1.939
H 1.921 2.880 0.436
H 1.582 2.022 1.961
H 4.843 -0.846 -0.893
H 3.386 -1.428 -1.721
*
```

---

11.
An isolated ion of composition C8H11O2 and charge -1, computed with the ωB97M-V functional and the def2-TZVPD basis.

As for the orbital gap (alpha / beta): 3.80 / 6.83 eV. The value obtained for the relative energy (zero: lowest compared OMol25 entry of this formula, charge and spin) is 0.00 kJ/mol. For the lowest unoccupied orbital energy (alpha / beta), the calculation gives 4.03 / 2.55 eV.

ORCA input file:
```
! wB97M-V def2-TZVPD RIJCOSX def2/J DEFGRID3
* xyz -1 3
C -1.511 -0.089 -0.044
C -0.882 1.138 -0.141
C -0.648 -1.168 0.286
C 0.731 0.818 -0.256
C 0.808 -0.579 0.374
C -3.025 -0.261 -0.156
C 1.676 1.819 0.256
C 1.724 -1.638 -0.306
O -1.346 2.278 -0.207
O -0.869 -2.364 0.645
H 0.814 0.953 -1.362
H 1.248 -0.606 1.386
H -3.394 -0.856 -0.976
H -3.461 0.745 -0.215
H -3.485 -0.745 0.790
H 1.591 2.087 1.304
H 1.487 2.697 -0.316
H 2.721 1.497 0.083
H 1.673 -1.562 -1.358
H 1.500 -2.719 0.088
H 2.648 -1.446 0.125
*
```

---

12.
One molecule with the formula C8H12, computed with the ωB97M-V functional and the def2-TZVPD basis.

As for the orbital gap: 9.92 eV. The value obtained for the relative energy (zero: lowest compared OMol25 entry of this formula, charge and spin) is 109.84 kJ/mol. For the lowest unoccupied orbital energy, the calculation gives 1.00 eV. As for the SMILES: C=CC(=C)C(=C)CC.

ORCA input file:
```
! wB97M-V def2-TZVPD RIJCOSX def2/J DEFGRID3
* xyz 0 1
C 1.994 -1.042 1.091
C 1.914 0.114 0.460
C 0.768 0.621 -0.326
C 0.806 1.862 -0.801
C -0.428 -0.262 -0.489
C -0.731 -0.607 -1.745
C -1.185 -0.708 0.723
C -2.472 0.110 0.868
H 1.306 -1.874 1.012
H 2.896 -1.194 1.674
H 2.669 0.866 0.663
H 1.723 2.445 -0.814
H 0.083 2.268 -1.499
H -1.470 -1.381 -1.929
H 0.029 -0.557 -2.515
H -0.617 -0.626 1.648
H -1.458 -1.763 0.652
H -2.378 1.191 0.779
H -3.094 -0.114 -0.010
H -3.089 -0.245 1.696
*
```